{
  "formula": "C22H44N4O6",
  "method": "ωB97M-V with the def2-TZVPD basis set",
  "molar_mass_g_mol": 460.6,
  "homo_lumo_gap_ev": 9.42,
  "homo_energy_ev": -8.7,
  "total_charge": 0,
  "max_force_ev_per_a": 0.57,
  "e_lumo_ha": 0.027,
  "spin_multiplicity": 1,
  "e_above_lowest_ev": 0.149,
  "elements": ["H", "C", "H", "C", "H", "H", "C", "N", "O", "C", "C", "C", "H", "H", "H", "H", "H", "H", "H", "O", "H", "H", "C", "C", "O", "N", "H", "H", "O", "H", "H", "H", "C", "N", "C", "H", "C", "H", "H", "H", "C", "C", "H", "C", "C", "C", "C", "H", "O", "H", "H", "H", "H", "C", "H", "H", "H", "H", "H", "H", "N", "C", "H", "H", "H", "H", "C", "H", "H", "C", "H", "C", "H", "O", "H", "H"],
  "coordinates": [[3.879, -4.708, -4.117], [-1.597, 2.558, 1.827], [2.909, 1.745, 5.459], [-3.653, -0.110, 2.464], [2.525, -0.754, 5.332], [4.170, 1.917, 3.353], [2.512, 1.255, 4.567], [0.878, -1.164, -2.283], [-0.184, 2.509, 1.984], [-2.685, -1.958, -1.266], [1.124, 0.133, -2.574], [0.526, 1.898, 0.928], [-2.374, -1.969, 0.885], [2.739, -1.376, -1.459], [-1.472, 0.824, -4.557], [2.882, -3.859, -1.899], [0.571, -1.632, 4.212], [3.670, -3.741, -5.577], [-0.049, 1.117, 3.358], [-2.631, -0.014, 0.231], [-3.602, -1.178, 2.688], [0.125, 0.899, 0.719], [-3.836, 0.113, 0.947], [-1.398, -0.414, 3.249], [2.149, 0.706, -2.232], [0.155, 0.781, -3.314], [1.538, -0.793, 2.989], [0.601, 3.769, -0.168], [-1.961, -1.572, -2.414], [-4.511, 0.321, 2.991], [-1.892, 3.614, 1.780], [-1.944, 0.435, -1.878], [3.664, 0.987, 3.605], [-0.227, 0.157, 3.619], [2.209, -3.218, -2.472], [1.466, -2.324, -0.651], [3.199, -4.043, -4.645], [2.294, -4.599, -4.882], [4.390, 0.316, 4.059], [-0.004, 2.551, -4.411], [-1.036, 0.144, -3.823], [-0.693, 2.936, -2.402], [-0.451, 4.009, -2.397], [-2.313, 1.900, 3.023], [1.786, -0.022, 4.999], [1.854, -1.996, -1.623], [-2.148, -1.329, 0.029], [1.552, 1.810, 1.293], [-0.651, 2.408, -1.101], [-1.060, -1.238, -0.052], [-3.748, -1.705, -1.391], [1.133, 0.205, 5.844], [1.805, 1.947, 4.103], [0.938, -0.652, 3.897], [-0.029, -1.570, -2.460], [-2.581, -3.044, -1.219], [-0.766, -0.783, -4.343], [-1.734, 2.812, -2.718], [1.285, 2.477, -3.190], [3.785, -2.268, -3.578], [-2.424, 0.461, 2.958], [0.245, 2.219, -3.398], [-4.605, -0.575, 0.570], [-3.105, -0.029, -3.152], [-3.329, 2.299, 3.073], [1.417, 2.381, -0.951], [2.871, -2.825, -3.790], [1.298, -3.787, -2.676], [3.312, 0.534, 2.682], [0.536, 2.691, -0.379], [-1.794, 2.187, 3.944], [-2.092, -0.197, -2.758], [-1.883, 2.065, 0.897], [-1.571, -1.624, 3.224], [2.203, -2.160, -4.342], [-4.162, 1.139, 0.756]],
  "nbo_charge": [0.199, -0.092, 0.203, -0.252, 0.201, 0.211, -0.398, -0.658, -0.565, -0.089, 0.800, -0.076, 0.210, 0.233, 0.211, 0.202, 0.234, 0.208, 0.419, -0.557, 0.248, 0.185, -0.074, 0.801, -0.705, -0.462, 0.176, 0.170, -0.561, 0.192, 0.175, 0.221, -0.609, -0.665, -0.396, 0.185, -0.599, 0.198, 0.202, 0.194, -0.245, -0.071, 0.173, -0.245, -0.400, -0.219, -0.116, 0.197, -0.555, 0.201, 0.170, 0.208, 0.193, -0.218, 0.421, 0.197, 0.217, 0.178, 0.245, 0.200, -0.461, -0.249, 0.173, 0.169, 0.206, 0.217, -0.397, 0.190, 0.199, -0.119, 0.212, -0.100, 0.222, -0.699, 0.199, 0.182]
}